Formula: C15H16Cl2FNReS
Source: OMol25
Level of theory: ωB97M-V/def2-TZVPD

```
37
Properties=species:S:1:pos:R:3
Re 0.536 0.182 0.870
Cl -1.240 -0.433 -1.778
Cl -1.827 -0.767 1.060
S 0.848 0.795 4.162
F -0.148 -4.747 -0.142
N -0.150 2.100 0.329
C 0.651 0.498 2.638
C 2.135 -1.359 0.444
C -2.269 -1.261 -0.617
C -1.694 2.621 2.248
C 1.943 -1.915 -0.855
C 0.593 -3.652 0.073
C 1.521 -2.009 1.539
C 1.196 -3.045 -1.039
C -1.126 4.171 0.255
C -0.313 4.070 -0.828
C 1.328 2.252 -1.686
C 0.299 2.776 -0.761
C -1.013 2.947 0.983
C 2.643 0.012 0.645
C 0.749 -3.176 1.341
H -2.109 1.614 2.228
H 1.304 1.165 -1.761
H 3.224 0.168 1.548
H 1.797 -1.737 2.548
H 1.063 -3.482 -2.020
H 2.321 2.533 -1.323
H 2.417 -1.439 -1.705
H -1.744 5.004 0.548
H -2.488 3.337 2.445
H 3.135 0.410 -0.240
H -2.112 -2.332 -0.684
H -0.984 2.654 3.078
H 0.314 -3.705 2.178
H -0.130 4.801 -1.598
H -3.301 -0.978 -0.779
H 1.206 2.683 -2.678
```

Results
Kohn-Sham gap (alpha / beta), Ha: 0.2908 / 0.2101
2S+1: 3
Energy relative to the best compared isomer or geometry (same formula, charge and spin), eV: 0.000
LUMO energy (alpha / beta), eV: -3.35 / -5.32
E_tot, eV: -58024.036
Charge: +1

Löwdin population analysis, charges in e, atoms 1 to 5: number 1, Re, carries 1.048; number 2, Cl, carries 0.612; number 3, Cl, carries 0.644; number 4, S, carries 0.695; number 5, F, carries 0.083